1.
ORCA calculation (wB97M-V/def2-TZVPD) on a molecular structure, C27H33Cl3FeN7O9P2Se.

Element x y z (Å)
Fe 0.360 -1.156 -0.328
Cl 1.248 1.361 6.695
C 0.891 0.554 5.185
C -0.204 -0.325 5.125
C -0.501 -0.975 3.962
Cl -1.853 -2.057 3.902
C 0.271 -0.808 2.753
O -0.021 -1.443 1.707
C 1.359 0.112 2.869
C 2.170 0.449 1.727
O 2.044 0.047 0.585
C 1.658 0.766 4.078
H -0.814 -0.491 6.004
H 2.983 1.169 1.936
H 2.502 1.447 4.116
C -1.536 1.300 -3.693
N -2.413 0.226 -3.214
C -2.237 -1.026 -3.976
P -2.711 -0.007 -1.619
O -1.883 -0.909 -0.801
O -2.657 1.519 -1.046
P -1.423 2.070 -0.147
O -0.227 1.222 -0.285
N -1.117 3.590 -0.664
C 0.122 3.915 -1.356
C -2.131 4.629 -0.659
N -2.168 2.246 1.318
C -2.974 1.108 1.790
C -1.311 2.796 2.379
N -4.270 -0.500 -1.531
C -5.336 0.285 -2.127
C -4.693 -1.428 -0.484
H -1.751 1.457 -4.752
H -0.480 1.039 -3.581
H -1.753 2.228 -3.165
H -2.475 -0.833 -5.024
H -2.918 -1.791 -3.601
H -1.212 -1.388 -3.892
H 0.775 3.046 -1.370
H 0.633 4.737 -0.847
H -0.082 4.221 -2.387
H -3.010 4.295 -0.111
H -2.429 4.888 -1.681
H -1.747 5.533 -0.177
H -3.737 0.861 1.056
H -3.474 1.403 2.714
H -2.373 0.219 1.981
H -0.750 3.651 2.001
H -0.608 2.053 2.769
H -1.946 3.135 3.199
H -4.944 0.890 -2.942
H -5.809 0.945 -1.390
H -6.102 -0.381 -2.531
H -3.829 -1.950 -0.079
H -5.381 -2.161 -0.911
H -5.211 -0.904 0.328
O 4.003 -0.447 -4.953
C 4.812 -0.770 -3.961
O 6.016 -0.762 -4.076
C 4.145 -1.145 -2.687
C 4.764 -1.596 -1.537
Cl 6.400 -1.975 -1.250
N 3.800 -1.829 -0.607
N 2.590 -1.540 -1.104
C 2.774 -1.137 -2.339
C 1.543 -0.723 -3.089
O 1.651 -0.359 -4.282
O 0.498 -0.735 -2.400
C 3.868 -2.209 0.774
C 2.902 -3.090 1.236
C 2.851 -3.397 2.586
C 3.776 -2.840 3.461
C 4.744 -1.966 2.984
C 4.791 -1.635 1.636
H 3.031 -0.457 -4.664
H 2.179 -3.505 0.543
H 2.074 -4.067 2.939
H 3.734 -3.078 4.518
H 5.458 -1.519 3.666
H 5.515 -0.922 1.271
Se -0.066 -3.590 -0.886
C -0.169 -4.491 0.714
N -0.198 -5.096 1.702

Properties
calculated total energy = -213282.1874 eV
energy above the lowest of the compared OMol25 structures with the same formula, charge and spin = 0.0 kcal/mol
Kohn-Sham gap (alpha / beta) = 6.97 / 6.92 eV
2S+1 = 5
net charge = -1

Atomic partial charges in e from the Löwdin method, atoms 1 to 5:
1 Fe 0.599
2 Cl 0.612
3 C -0.683
4 C -0.136
5 C -0.580

2.
ORCA calculation (wB97M-V/def2-TZVPD) on 4 unconnected molecules or ions with the total composition C4H15NO3 in a non-equilibrium geometry.

Element x y z (Å)
C -0.661 -0.125 0.123
C -0.947 -0.379 -1.401
C 0.450 -0.421 -2.038
N 1.457 -0.493 -0.984
C 0.850 0.150 0.175
H -0.896 -1.108 0.535
H -1.341 0.545 0.649
H -1.524 0.438 -1.840
H -1.508 -1.303 -1.485
H 0.572 -1.170 -2.823
H 0.596 0.516 -2.575
H 1.658 -1.448 -0.720
H 1.057 1.224 0.245
H 1.275 -0.344 1.053
O 0.624 -3.344 0.041
H 0.345 -4.271 -0.047
H -0.114 -2.947 0.516
O 0.838 1.836 3.246
H -0.071 1.764 3.568
H 0.733 1.605 2.311
O -1.316 3.432 0.599
H -0.442 3.101 0.846
H -1.634 2.742 0.006

Properties
calculated total energy = -12023.3175 eV
energy above the lowest of the compared OMol25 structures with the same formula, charge and spin = 20.8 kcal/mol
Kohn-Sham gap = 9.50 eV
2S+1 = 1
net charge = 0

Atomic partial charges in e from the Löwdin method, atoms 1 to 5:
1 C -0.171
2 C -0.162
3 C -0.223
4 N -0.054
5 C -0.238

3.
ORCA calculation (wB97M-V/def2-TZVPD) on 3 unconnected molecules or ions with the total composition C2H2FNO in a non-equilibrium geometry.

Element x y z (Å)
C 0.390 -1.364 -0.085
C -0.522 2.089 1.113
N -0.253 -0.505 0.294
O 0.503 2.268 1.572
F 1.959 2.238 0.554
H 0.973 -2.165 -0.457
H -1.080 1.879 0.221

Properties
calculated total energy = -8355.8905 eV
energy above the lowest of the compared OMol25 structures with the same formula, charge and spin = 109.0 kcal/mol
Kohn-Sham gap (alpha / beta) = 9.91 / 8.52 eV
2S+1 = 1
net charge = 0

Atomic partial charges in e from the Löwdin method, atoms 1 to 5:
1 C -0.017
2 C 0.076
3 N 0.085
4 O 0.090
5 F -0.387

4.
ORCA calculation (wB97M-V/def2-TZVPD) on 2 unconnected molecules or ions with the total composition CH3N3O2Si in a non-equilibrium geometry.

Element x y z (Å)
C 1.390 1.739 -0.029
N 2.057 2.562 0.406
N -2.006 -0.376 1.036
N 0.961 -1.196 -0.164
O 0.642 -2.134 -0.881
O 1.605 -1.271 0.860
Si 0.340 0.403 -0.750
H -2.655 -0.619 0.292
H -2.271 0.551 1.366
H -0.063 0.340 -2.135

Properties
calculated total energy = -17522.1370 eV
energy above the lowest of the compared OMol25 structures with the same formula, charge and spin = 103.4 kcal/mol
Kohn-Sham gap (alpha / beta) = 8.99 / 7.81 eV
2S+1 = 1
net charge = 0

Atomic partial charges in e from the Löwdin method, atoms 1 to 5:
1 C -0.346
2 N 0.100
3 N 0.056
4 N -0.551
5 O -0.009

5.
ORCA calculation (wB97M-V/def2-TZVPD) on a molecular structure, C36H40BCrNP2 in a non-equilibrium geometry.

Element x y z (Å)
Cr -0.055 0.557 1.857
C -1.655 0.896 -2.916
C -1.740 -0.433 -2.776
C -1.208 -1.417 -3.776
C 0.206 -1.106 -4.367
C 1.178 -0.201 -3.661
C 1.148 1.135 -3.598
C 0.184 2.036 -4.307
C -1.291 1.598 -4.194
C 1.685 0.509 3.119
H -1.904 1.577 -2.093
H -2.361 -0.881 -1.986
H -1.912 -1.478 -4.632
H -1.217 -2.423 -3.317
H 0.716 -2.085 -4.446
H 0.032 -0.757 -5.401
H 2.079 -0.728 -3.331
H 1.963 1.675 -3.126
H 0.428 2.131 -5.381
H 0.281 3.053 -3.894
H -1.908 2.511 -4.244
H -1.543 0.960 -5.052
H 1.268 1.218 3.861
H 2.714 0.822 2.887
H 1.734 -0.489 3.583
P -1.487 -0.751 0.628
P 1.906 0.128 0.627
C -0.243 -1.320 -0.544
C 1.031 -0.816 -0.633
C -2.500 -2.173 1.004
C -2.866 -3.094 0.007
C -3.591 -4.237 0.356
C -3.944 -4.475 1.690
C -3.573 -3.559 2.685
C -2.867 -2.409 2.345
C -2.588 0.670 0.219
C -2.035 1.975 0.276
C -2.879 3.088 0.213
C -4.268 2.916 0.163
C -4.817 1.632 0.099
C -3.980 0.515 0.097
C 3.324 -0.953 0.904
C 3.076 -2.254 1.387
C 4.138 -3.073 1.770
C 5.453 -2.605 1.633
C 5.702 -1.358 1.048
C 4.642 -0.529 0.677
C 2.464 1.840 0.271
C 2.299 2.935 1.156
C 2.651 4.227 0.756
C 3.084 4.456 -0.560
C 3.260 3.376 -1.440
C 3.032 2.071 -0.988
H -0.472 -2.269 -1.051
H 1.668 -1.219 -1.421
H -2.598 -2.907 -1.036
H -3.884 -4.942 -0.423
H -4.532 -5.354 1.956
H -3.840 -3.735 3.729
H -2.589 -1.662 3.094
H -0.937 2.116 0.330
H -2.467 4.101 0.220
H -4.931 3.783 0.168
H -5.898 1.483 0.060
H -4.401 -0.489 0.039
H 2.050 -2.623 1.469
H 3.943 -4.067 2.182
H 6.288 -3.216 1.981
H 6.726 -1.011 0.887
H 4.824 0.446 0.223
H 1.918 2.763 2.163
H 2.588 5.067 1.463
H 3.313 5.474 -0.895
H 3.578 3.551 -2.474
H 3.275 1.220 -1.630
B -1.176 -0.310 6.208
C -1.066 -0.082 4.710
N -1.004 0.077 3.547
H -0.212 -0.941 6.611
H -2.196 -0.933 6.477
H -1.214 0.775 6.759

Properties
calculated total energy = -87140.5929 eV
energy above the lowest of the compared OMol25 structures with the same formula, charge and spin = 32.1 kcal/mol
Kohn-Sham gap (alpha / beta) = 6.78 / 6.98 eV
2S+1 = 5
net charge = 0

Atomic partial charges in e from the Löwdin method, atoms 1 to 5:
1 Cr 0.274
2 C -0.091
3 C -0.149
4 C -0.182
5 C -0.170

6.
ORCA calculation (wB97M-V/def2-TZVPD) on a single C4H9NOS molecule.

Element x y z (Å)
C 2.454 0.407 0.501
N 1.225 0.595 1.271
C -0.032 0.752 0.671
O -0.633 1.796 0.656
C -0.545 -0.486 -0.037
C -1.906 -0.320 -0.685
S -1.972 -1.327 -2.216
H 2.554 -0.588 0.067
H 3.290 0.554 1.183
H 2.552 1.181 -0.256
H 1.377 0.816 2.238
H 0.207 -0.702 -0.802
H -0.507 -1.333 0.640
H -2.087 0.700 -0.988
H -2.669 -0.624 0.028
H -3.306 -1.422 -2.272

Properties
calculated total energy = -18666.3014 eV
energy above the lowest of the compared OMol25 structures with the same formula, charge and spin = 28.2 kcal/mol
Kohn-Sham gap = 9.92 eV
2S+1 = 1
net charge = 0

Atomic partial charges in e from the Löwdin method, atoms 1 to 5:
1 C -0.094
2 N -0.033
3 C -0.474
4 O 0.106
5 C -0.209